No. 1
105
Properties=species:S:1:pos:R:3:forces:R:3:mulliken_charge:R:1 method="wB97M-V/def2-TZVPD" energy_ev=-65760.58733 homo_ev=-9.28 homo_lumo_gap_ha=0.32880 lumo_ev=-0.3
H -3.29943 -5.29362 -0.71479 -0.07 0.91 -2.00 0.32
H -1.00777 -0.00020 -4.48784 0.34 -0.04 -2.14 0.25
O 0.91171 -2.35321 -2.40232 -0.73 0.89 1.04 -0.73
C 0.54231 -1.50201 1.62491 -0.61 0.06 -2.01 0.98
H -0.47217 2.06800 0.79204 -0.39 0.01 -0.21 0.17
O -3.72567 -6.16464 2.98378 -0.11 -0.17 2.00 -0.65
H -1.26048 1.37352 4.34778 0.75 0.76 -1.98 0.31
H -2.88655 -5.20501 -2.29813 -1.10 0.55 1.89 0.33
O 4.38260 -2.55223 -0.05596 0.89 1.14 1.23 -0.65
H -5.40788 -2.59540 2.08823 0.50 -0.26 -0.72 0.43
C 2.09451 0.50381 1.07928 -1.67 -0.31 0.21 -0.47
H -3.81991 0.27513 2.25960 -0.56 -2.11 0.11 0.38
O -4.15151 -0.67678 2.41934 0.55 0.92 -0.13 -0.89
H 2.55443 1.14888 5.04774 0.00 -1.80 0.65 0.35
O 2.74906 0.21299 5.37941 -1.85 0.64 -0.01 -0.67
O 4.39356 3.21924 -4.40451 -0.19 1.36 1.35 -0.64
H -2.16106 -1.39584 -3.40656 1.37 -2.04 0.57 0.37
O 0.33910 -0.10554 -0.42218 1.29 -1.43 1.07 0.56
H -5.22457 -2.95232 0.35326 0.32 0.47 -0.08 0.28
H -1.33710 1.82367 -0.78600 -1.08 -0.44 -0.03 0.20
O 2.66735 -4.78575 -0.24857 1.49 0.41 -0.25 -0.68
C -0.15462 -2.72498 1.08108 -0.04 -1.09 -0.74 -0.95
H 4.79861 -1.76723 -0.54020 -0.61 -1.06 1.20 0.36
O 1.97736 0.18328 -5.87434 -0.42 -1.51 0.72 -0.65
H 2.76823 5.29718 -1.46298 -0.91 0.23 -1.60 0.40
C 2.05879 1.52592 -0.04273 0.15 -1.70 -0.15 -1.41
O -1.72644 -0.54076 1.74199 -0.32 1.12 -1.13 1.60
C -4.08544 -0.72656 0.04657 0.15 -0.69 -1.74 -1.64
O -0.71425 0.00689 -5.45612 -2.09 -0.65 0.26 -0.69
H -2.22514 -2.41103 2.32506 -0.03 -0.02 0.47 0.48
C 1.53387 -1.91136 2.65566 -0.68 -1.02 0.24 -2.13
H -6.79010 0.50974 3.47114 0.69 -0.59 -2.17 0.27
O 2.30129 5.51278 -2.33432 -1.02 -0.33 1.54 -0.65
H 1.10599 -2.64038 3.37472 0.23 0.74 -0.20 0.48
H 3.78413 4.84714 0.74056 0.60 -1.12 -1.84 0.33
H -5.75391 -0.27016 2.46947 -1.12 1.05 0.45 0.48
H 1.51848 0.89522 1.95768 0.52 -0.44 -0.51 -0.27
H -5.13748 -0.54302 -0.17084 -0.24 -0.16 0.76 0.55
H -0.58553 5.95751 -2.93004 -0.19 -1.80 1.14 0.31
H 3.04135 0.11754 1.39650 0.79 0.42 0.25 0.52
H 4.56120 3.83559 -0.28814 -1.55 1.77 0.60 0.25
H 0.49862 0.57780 -3.01518 -0.24 -0.94 0.76 -0.12
H 3.00077 3.24118 2.63469 2.06 0.29 0.23 0.41
H -1.47285 -0.35712 -6.01807 1.54 0.73 1.54 0.29
O -3.16148 2.54869 1.78320 1.28 1.40 -0.04 -0.68
H 4.61946 -2.47885 0.92500 -0.34 0.03 -2.26 0.29
H 1.83106 3.69795 4.87980 -0.15 -1.68 -1.46 0.25
H -3.23627 3.50781 1.46974 0.37 -2.15 0.83 0.29
H -2.24452 2.42114 2.19146 -1.88 0.73 -0.64 0.35
O -6.57226 0.32406 2.50066 -0.02 -0.22 1.80 -0.72
H 1.98715 2.92934 -2.27293 1.33 2.02 0.78 0.18
O -1.62541 -2.25315 -3.36343 -2.44 -0.36 0.35 -0.65
O -0.45830 -0.69132 2.30216 1.62 0.25 1.33 -1.34
H 5.23804 0.71210 -0.80859 0.13 -2.01 -1.09 0.28
H 1.96626 -1.05418 3.08597 0.52 0.87 1.12 0.56
H -2.67412 1.29440 -3.04954 0.13 -2.10 -0.41 0.26
O -0.87953 1.87865 3.55817 -0.33 -1.30 0.10 -0.86
C 0.97892 1.21796 -2.28535 -0.91 0.69 -0.52 -0.51
C 0.72328 1.20441 -0.77805 0.35 0.84 -1.14 1.85
H -0.34302 -3.49722 1.89180 0.34 0.93 -0.82 0.51
H -0.28050 3.22310 -0.59680 0.07 -1.28 0.34 -0.22
H 1.77309 2.16602 -3.93697 0.23 0.25 -0.98 0.42
H 2.84257 -3.80681 -0.43499 0.27 -2.14 0.25 0.35
H -3.60311 0.22130 0.01474 0.59 0.90 0.29 0.11
C -3.75787 -1.54918 1.30026 -2.68 3.01 -1.74 1.52
H -3.75540 -1.23649 -0.88353 0.14 -0.08 0.56 0.34
O -3.43164 -4.76557 -1.56769 1.20 -1.50 0.03 -0.65
H -0.81125 1.23839 2.77767 0.02 0.40 1.86 0.32
C -1.47500 -2.47809 0.36222 -1.53 -0.35 0.92 0.86
H -4.14057 -3.69211 1.51441 0.01 0.23 0.05 0.27
H -1.46798 -1.90448 -0.54255 0.59 0.73 -0.33 -0.36
H -0.78519 5.13933 -1.52434 0.24 0.17 -2.20 0.35
C 1.64311 2.18385 -2.89100 -0.73 -1.37 0.39 -1.09
C 1.34486 -0.70088 0.46960 -1.03 0.17 1.07 0.11
H 0.52395 -3.13995 0.34980 0.35 -0.59 -0.04 0.15
O 5.35161 -0.21430 -1.19928 -0.52 1.81 -1.15 -0.70
H -2.96291 -6.40225 3.60467 -1.92 0.54 -1.11 0.32
H -3.39400 -0.08896 -3.55288 1.40 1.46 0.77 0.25
H -4.56099 -6.04515 3.54210 2.05 -0.34 -0.95 0.32
H 1.87427 -0.20934 5.66248 1.82 1.23 -0.72 0.30
H 3.54803 -5.28038 -0.30768 -1.82 1.57 0.03 0.29
H 2.07920 2.50575 0.30587 -0.05 1.82 0.67 0.98
C -0.45104 2.14052 -0.29986 2.31 0.91 -0.51 -0.85
H 4.75846 3.27548 -3.46246 -1.10 0.33 -2.11 0.29
H -0.05693 -2.43814 -2.68210 1.74 0.67 0.65 0.44
H 0.97126 -1.64272 -1.68439 -0.70 -1.39 -1.76 0.17
H 5.10868 -0.17441 -2.18069 0.42 0.26 2.05 0.35
H 1.30861 5.36607 -2.20462 2.09 -0.01 -0.22 0.32
H 2.14044 -1.37376 -0.04158 -1.61 0.77 0.50 0.83
H 2.34364 -0.50344 -5.22781 -1.20 1.36 -1.45 0.30
O 1.90088 2.93194 4.22245 -1.52 0.99 0.74 -0.66
H 3.79791 4.02218 -4.56022 1.31 -1.62 0.83 0.33
O 3.89518 4.59530 -0.23310 0.99 -0.69 1.38 -0.68
H 0.96562 2.68524 3.92549 1.20 0.48 0.76 0.36
O -0.59826 5.03560 -2.51331 -0.23 1.77 1.10 -0.68
H 4.44149 3.81187 3.16751 -1.38 -1.11 -1.51 0.25
H 2.96300 1.41314 -0.64889 -0.46 -0.12 -0.39 -0.17
H 1.00721 -0.04005 -6.05515 1.88 0.21 0.90 0.35
C -2.33435 -1.76737 1.44960 2.41 -2.56 0.08 -0.85
O 3.97403 3.36686 2.38828 -0.43 0.89 1.31 -0.62
O -2.53271 0.30311 -3.19481 -2.01 1.12 -0.35 -0.58
H 2.30793 -2.42538 2.12303 0.61 -0.47 -0.31 0.23
C -4.66094 -2.75535 1.26668 -0.57 -1.15 1.82 -1.66
H -1.91922 -3.43408 0.01431 0.16 0.33 0.64 0.20
H -2.21789 -2.97577 -2.97542 0.98 1.71 -0.67 0.28



No. 2
99
Properties=species:S:1:pos:R:3:forces:R:3:mulliken_charge:R:1 method="wB97M-V/def2-TZVPD" energy_ev=-66457.40093 homo_ev="-10.30 / -10.45" homo_lumo_gap_ha="0.28723 / 0.19871" e_above_lowest_kcal_mol=21.62 lumo_ev="-2.5 / -5.0" total_charge=+1 multiplicity=5
H -0.74205 1.21493 4.11338 -0.19 0.12 0.07 -0.11
H 4.13598 -1.14939 5.25235 0.01 0.18 -0.27 0.46
H -2.24906 -0.93590 -0.41541 -0.39 0.08 -0.06 -0.11
C 0.29242 -2.27442 -3.12730 -0.53 0.17 -0.57 -0.08
C -3.95910 0.27233 3.91133 -0.08 -0.18 -0.21 -1.10
C -4.54318 -0.57863 1.72895 0.12 0.18 -0.21 -1.02
C 1.64997 2.71413 -0.93530 0.33 0.01 0.11 -1.33
C -1.08394 2.46593 1.66054 0.45 0.76 0.77 -0.34
C 2.08152 0.56492 5.15770 -0.40 -0.04 0.34 -1.14
C 4.52901 2.09985 0.97777 0.23 0.22 -0.56 -0.58
H -3.51770 -3.21301 -2.89068 -0.27 0.15 -0.22 0.15
N 1.98927 1.71977 2.49438 -2.40 1.74 -0.46 1.41
H 1.27446 -0.14783 4.93748 0.02 0.22 0.06 0.04
H -0.97666 0.55364 -2.05808 0.06 0.08 -0.47 0.09
C 1.49718 -2.94613 -2.51739 0.41 0.31 -0.10 -1.34
H -0.32716 2.12620 -2.56455 0.08 -0.41 0.08 0.64
H -3.94061 -0.58199 -0.78347 0.32 0.03 -0.06 0.48
H -0.97382 -0.40290 -5.23295 -0.18 0.12 -0.15 -0.16
H 2.44230 0.33045 6.16743 -0.09 0.09 -0.24 0.55
H 1.21333 -3.78248 -1.87759 0.27 0.11 -0.03 0.32
H -4.20920 0.42166 4.96297 0.10 -0.10 -0.27 0.50
C 2.89822 0.40782 -2.64091 -0.01 -0.09 0.02 -1.52
H 0.58291 -1.35108 -3.65417 -0.13 -0.36 0.23 -0.05
H -3.13450 2.88773 1.04268 0.26 0.11 0.23 0.33
C -2.33547 3.33922 1.64782 -0.24 0.16 0.01 -1.63
H 3.40513 1.34379 -2.93470 -0.12 -0.41 0.02 0.46
H 2.18514 3.85664 4.33931 0.00 -0.09 -0.38 0.23
H -4.23418 -3.44595 -4.50288 0.02 0.21 0.19 0.31
H 3.97148 1.72598 0.10810 0.12 0.23 0.13 -0.24
H 5.58804 2.11127 0.68735 -0.28 0.10 0.05 0.55
H 1.03450 3.33309 -1.60194 0.29 -0.14 0.15 0.46
H 1.52301 -0.25525 2.06228 -1.49 -0.34 0.54 -0.06
H -1.95544 2.47479 4.48058 0.12 -0.26 -0.09 0.31
H 3.02794 4.25054 2.81429 -0.24 -0.15 0.19 0.27
H -0.31715 -1.10861 -7.57474 0.05 -0.12 0.06 0.41
O -2.09659 -2.09963 -4.94707 -0.45 0.27 -0.41 -0.31
Si 1.51205 0.89655 -1.44589 0.16 1.58 -0.76 1.67
C 1.37779 2.87254 2.56811 2.38 -1.47 0.66 0.48
C 0.09414 3.18098 1.98905 -1.27 -0.21 -1.09 -1.16
H -2.04920 -4.94676 -1.62359 0.08 0.00 -0.23 0.40
H 1.42103 4.93738 3.15370 0.34 -0.19 0.16 0.59
C -1.78660 1.38957 4.39838 0.24 0.12 0.33 -1.11
C -3.36565 -0.05518 1.19849 0.33 -0.12 0.48 1.66
H -2.71381 3.48887 2.67267 0.07 -0.03 -0.42 0.25
H 2.32861 -1.17048 -0.07477 -0.03 0.52 0.24 0.42
C 1.96038 -0.14752 0.09450 0.16 -0.48 -1.54 1.25
C -3.21532 -1.56509 -4.26361 0.03 -0.03 0.11 0.14
H -5.21705 -1.10481 1.04796 0.08 0.20 0.33 0.48
H -2.74802 0.74744 -0.74613 -0.31 -0.17 0.22 0.22
C 5.29957 0.17871 2.33908 -0.02 -0.07 0.64 -0.86
N 0.54380 -0.62942 2.00889 -0.69 -2.17 2.35 0.16
C -1.22571 -3.01859 -1.43036 -0.01 0.58 0.09 -0.74
C -2.44070 0.58491 2.05030 -0.90 0.52 0.33 -0.41
H 1.66466 1.57674 5.16861 -0.04 -0.18 0.06 0.14
C 5.19237 -0.70036 3.41827 0.06 -0.12 -0.03 -1.01
H 2.52169 0.48355 0.78402 -0.21 -0.40 -0.22 -1.69
C -4.85496 -0.39046 3.07019 -0.08 -0.05 0.09 -0.96
H -2.09714 4.32593 1.23395 -0.03 -0.21 0.11 0.58
H -2.19627 -2.72668 -0.99905 0.34 0.01 -0.30 0.59
H -2.85992 -0.89485 -3.46422 -0.11 -0.06 -0.03 -0.15
H -1.81935 -4.13005 -3.19875 0.12 -0.13 0.22 0.39
C -3.06127 -0.18809 -0.25938 -0.06 -0.09 -0.25 -1.57
C 4.17573 -0.52349 4.35789 0.42 0.16 -0.31 -0.64
H -0.53812 -3.17016 -0.58868 -0.07 -0.09 0.02 0.33
C -0.62259 -1.82646 -6.80840 0.16 -0.03 0.00 -1.25
C -0.07786 -1.30797 2.83467 1.92 1.02 -0.63 0.21
H -0.04116 4.26044 1.84914 -0.05 -0.46 0.34 0.36
H 0.27569 -2.19753 -6.30191 -0.14 -0.06 -0.17 0.23
H -1.14092 -2.65860 -7.29746 0.14 0.14 0.11 0.30
H 2.48662 -0.08237 -3.54068 0.30 0.17 0.36 0.37
S -0.80062 -2.11586 3.95394 -0.22 -0.07 -0.35 -0.26
H 4.22137 3.13459 1.17006 -0.02 -0.25 -0.03 0.04
H -0.17234 -2.93115 -3.87967 0.21 0.30 0.27 0.46
C 3.18929 0.44248 4.16838 0.08 0.10 -0.85 0.41
C 2.04597 4.03974 3.26244 -0.15 0.57 0.02 -1.62
C 4.36341 1.19211 2.14745 -1.05 -0.41 0.49 0.72
C 3.18766 1.22396 2.97530 2.05 -0.66 0.62 -0.05
C -1.38632 -4.29932 -2.20958 0.04 -0.38 0.09 -1.72
H -0.42677 -4.81170 -2.30801 -0.25 -0.07 -0.17 0.38
H -1.93023 0.97864 5.40736 0.03 0.06 -0.31 0.51
C -4.03262 -2.70836 -3.71498 -0.18 -0.08 0.23 -1.26
H 2.68368 3.07850 -0.97818 -0.26 0.06 0.12 0.40
N -1.27548 1.14857 1.49124 0.14 0.35 -0.02 1.94
C -1.54028 -1.13958 -5.82532 0.28 -0.08 -0.10 0.13
H 0.07970 0.66416 -3.49036 -0.22 0.00 0.34 -0.24
H -4.98378 -2.31856 -3.34329 0.00 -0.13 0.00 0.41
H 2.11838 -3.32286 -3.34455 -0.14 0.00 0.31 0.41
H 5.91165 -1.51792 3.52267 -0.24 0.36 0.06 0.39
H 3.62325 -0.25689 -2.14733 -0.12 0.24 -0.35 0.37
H 6.13033 0.08150 1.63433 -0.25 0.10 0.27 0.43
Rh -0.34457 -0.19208 0.01103 0.68 0.22 -0.19 -0.41
C -2.74037 0.74497 3.43617 -0.11 -0.01 -0.51 1.13
H 1.26072 2.84520 0.08195 0.25 0.02 -0.35 0.22
H 2.11134 -2.22700 -1.96243 -0.11 -0.26 0.06 -0.01
H -3.83242 -0.96254 -4.94795 0.14 -0.13 0.01 0.60
O -0.74241 -1.87628 -2.19710 0.34 -0.86 0.50 0.94
H -2.33577 -0.62006 -6.38057 0.06 -0.02 0.23 0.52
H -5.80537 -0.76098 3.46117 0.34 0.11 -0.09 0.41
C -0.08598 1.05657 -2.47670 -0.38 -0.23 -0.05 -0.79



No. 3
14
Properties=species:S:1:pos:R:3:forces:R:3:mulliken_charge:R:1 method="wB97M-V/def2-TZVPD" energy_ev=-8367.47846 homo_ev=-8.00 homo_lumo_gap_ha=0.29904 e_above_lowest_kcal_mol=133.83 lumo_ev=0.1
H 1.73632 -0.61305 1.72213 -0.04 0.04 -0.17 0.24
H -0.26654 -1.56900 -1.75840 0.05 0.16 0.08 0.30
O 0.75717 -1.24901 -0.01294 0.13 -0.03 0.06 -0.49
C -1.11417 -0.28356 -0.21050 0.07 0.13 0.24 -0.01
C 1.66879 -0.05609 0.76832 0.38 -0.23 0.11 -0.18
H 0.50387 0.05421 -1.63845 -0.05 -0.04 0.12 0.31
C 0.02624 -0.76141 -1.07686 -0.19 0.08 -0.22 -0.36
H -1.63117 1.15654 1.30090 -0.03 0.06 -0.24 0.32
C -1.10332 0.98650 0.36479 -0.11 -0.09 -0.06 -0.55
O 1.12824 1.10051 0.77870 0.01 -0.17 0.06 -0.71
H -1.75131 -1.05180 0.22173 0.20 0.10 0.07 0.34
H 2.59792 -0.17123 0.17306 -0.16 0.03 0.07 0.27
H -2.01205 0.67011 -0.54620 -0.11 0.00 -0.06 0.20
H -0.53998 1.78726 -0.08626 -0.16 -0.05 -0.06 0.30